(1)
104
Properties=species:S:1:pos:R:3:forces:R:3:lowdin_charge:R:1 method="wB97M-V/def2-TZVPD" homo_lumo_gap_ev=9.109 multiplicity=1
H -4.772147 -2.489143 -7.018689 -0.06 -0.01 -0.05 0.073
O 4.370512 9.126157 2.386248 0.10 -0.08 -0.05 -0.316
H 6.481047 5.227527 -0.153424 -0.06 -0.07 -0.04 0.109
H 6.480994 4.497558 3.596229 0.00 -0.01 -0.02 0.121
H 2.995618 1.670335 0.285022 -0.06 0.01 0.07 0.069
C -5.419018 2.652506 0.570544 0.03 -0.03 0.03 -0.213
F -3.143864 -6.677599 -2.448626 0.03 -0.05 -0.15 0.112
C 3.965205 9.328232 6.106126 0.05 0.03 -0.03 -0.218
H 1.248840 -1.796612 -1.764755 -0.03 -0.02 0.07 0.083
H -1.191353 -8.589397 -4.187469 -0.13 -0.08 -0.04 0.133
O 0.048976 0.427438 -0.745808 -0.05 -0.05 0.00 -0.339
C 6.414729 4.815718 0.850881 0.12 0.20 0.06 -0.222
H 3.286392 11.182483 5.229984 -0.01 -0.01 -0.01 0.117
C -1.796305 -6.816106 -5.292019 0.29 -0.02 -0.08 -0.022
H -5.475869 -4.127307 -6.861199 0.00 0.00 -0.05 0.069
F -1.712394 -9.181417 -1.769974 -0.20 0.10 -0.05 0.120
H 4.517343 3.206574 3.207413 -0.05 -0.04 -0.06 0.104
F -5.245806 -9.272855 0.236885 -0.01 0.00 -0.01 -0.113
H -6.091403 0.715381 2.478305 0.00 -0.02 -0.01 0.107
H 7.117317 6.395173 2.176040 0.00 0.03 0.01 0.112
H -5.871638 -2.857838 -5.704815 -0.02 0.02 -0.03 0.077
C -1.796239 -2.781507 -2.642255 0.34 0.18 -0.03 0.055
O -1.359797 -4.361534 -4.674525 -0.17 -0.16 0.39 0.319
O -3.603829 -4.985519 -5.055002 0.24 0.00 -0.72 0.279
F -3.291486 -10.236727 -0.177790 0.00 -0.02 -0.05 -0.132
H -4.652873 1.044731 3.484245 0.05 -0.07 -0.03 0.107
H -1.417094 -1.750237 -2.685348 -0.01 0.04 0.05 0.140
S 4.952424 9.008057 3.697723 -0.12 0.11 0.13 0.663
S -4.215577 -9.203397 -0.953428 0.07 0.08 -0.01 0.777
H 5.299365 5.752939 3.926124 0.03 0.02 0.03 0.085
H 5.462208 6.596051 1.616374 0.01 0.02 0.00 0.107
H -2.028011 -3.785456 3.424414 0.02 0.04 0.03 0.101
S 1.353312 0.042193 -0.251129 0.18 0.00 -0.04 0.664
H -1.790358 -1.586370 2.288164 -0.01 0.01 -0.02 0.090
F -3.492283 -7.995610 -0.218276 -0.03 -0.06 0.00 -0.133
C 6.199877 5.861627 1.943663 -0.11 -0.19 -0.07 -0.225
H -5.293416 3.642991 0.136106 -0.01 0.00 -0.01 0.112
F -4.004923 -7.881390 -4.067521 0.19 0.00 0.15 0.124
H -4.264449 3.173495 2.327943 0.00 -0.01 0.02 0.119
C -1.363027 -2.461065 0.384918 -0.23 0.06 0.06 -0.023
H -1.071448 -5.781721 -0.240382 0.00 0.00 -0.02 0.111
C -1.247514 -4.870733 0.317766 0.07 0.07 0.11 -0.023
O 3.938740 4.304860 0.093481 -0.03 -0.08 -0.06 -0.319
H -4.794220 1.140761 -0.901445 0.05 -0.05 0.00 0.102
C 5.214683 10.635380 4.419263 -0.09 0.17 0.11 -0.215
F -5.183071 -8.196840 -1.701267 0.03 -0.01 0.05 -0.122
H -2.446603 -7.330263 -5.999232 -0.12 -0.02 0.13 0.119
F -4.963412 -10.415770 -1.645529 0.02 0.04 -0.04 -0.131
S -4.092270 0.441970 1.257021 -0.13 0.12 -0.04 0.656
C -4.412725 1.661340 -0.027040 -0.13 0.17 -0.08 -0.214
C 5.671345 5.082741 3.155693 -0.01 -0.03 -0.05 -0.209
H 4.844791 8.959864 6.637977 0.00 -0.02 0.00 0.120
H 2.078201 0.090545 -3.101454 -0.01 -0.02 0.00 0.117
C 4.223117 10.748366 5.583774 0.00 -0.04 -0.02 -0.211
C -0.839377 -3.580759 -1.781253 0.00 0.02 0.02 -0.365
H -1.304498 -1.500938 -0.112845 0.03 0.03 0.02 0.094
C 2.521896 1.351906 -0.635704 0.11 0.02 -0.12 -0.227
C 3.522983 0.749995 -1.624898 -0.02 -0.07 -0.02 -0.210
C -1.569934 -4.917335 1.665891 0.03 0.07 -0.11 -0.076
C 4.564816 4.143225 2.657657 0.08 0.10 0.21 -0.209
O -2.716476 0.563569 1.662976 0.05 -0.09 0.05 -0.316
C -1.159163 -3.637736 -0.323903 -0.01 -0.12 0.05 -0.159
C -1.637263 -7.615873 -3.989073 0.15 0.09 -0.14 -0.067
H -6.436767 2.324086 0.351301 0.00 -0.02 0.01 0.116
H -0.801811 -6.784742 -5.744799 0.00 0.05 0.01 0.123
O -4.646102 -0.831584 0.877745 0.10 -0.06 0.01 -0.319
H -6.005541 3.183904 2.610997 0.00 0.01 0.00 0.113
H -2.759255 -2.701293 -2.132847 -0.07 0.08 -0.09 0.138
C -1.772062 -3.736114 2.374012 0.02 -0.13 -0.03 -0.074
H 7.280418 4.186811 1.057819 -0.01 -0.03 -0.01 0.108
S 4.969951 3.767963 0.947386 0.15 0.05 0.09 0.662
H 3.480805 -0.971706 -2.977794 0.00 0.00 -0.01 0.115
H 1.958663 2.174719 -1.070399 -0.06 -0.02 0.03 0.107
O 6.145014 8.221344 3.898814 0.03 0.00 -0.03 -0.320
C 2.792041 -0.353663 -2.403617 0.00 0.06 0.04 -0.214
B -2.256187 -5.344449 -5.019943 -0.47 0.07 0.06 -0.531
C -5.117615 1.203001 2.514182 -0.10 0.15 0.04 -0.230
H 3.922021 1.518861 -2.284377 0.01 0.01 0.01 0.116
H 3.120745 9.295515 6.792344 0.00 0.00 0.01 0.116
H -1.655910 -5.875203 2.161423 -0.03 -0.01 0.03 0.100
H 2.736121 8.677803 4.428572 0.00 0.00 -0.03 0.111
O 0.138527 -4.131745 -2.236160 -0.01 -0.06 -0.04 0.109
C -5.201494 2.665698 2.090465 0.03 -0.01 -0.05 -0.222
H 2.727111 -1.798193 -0.773890 -0.01 0.00 0.03 0.115
C -1.653675 -2.507673 1.741659 0.08 -0.15 -0.02 -0.061
H 4.612907 11.400571 6.363258 0.00 0.01 0.00 0.114
C -5.070541 -3.273932 -6.322701 -0.01 0.05 0.18 0.043
O 5.355426 2.382165 0.827536 -0.07 -0.03 -0.10 -0.326
C -2.940162 -7.774046 -3.230364 -0.17 -0.14 0.13 -0.453
H 6.249159 10.671647 4.754316 0.02 -0.07 -0.03 0.105
H 5.049416 11.379558 3.644648 0.04 -0.03 -0.05 0.103
O -3.013902 -2.698763 -4.891802 -0.10 -0.46 0.26 0.298
H 3.587084 4.621522 2.654379 -0.01 0.00 -0.08 0.105
H -3.459139 2.130485 -0.261457 0.04 -0.05 0.05 0.106
F -3.082309 -10.114101 -3.184783 0.16 0.18 0.26 0.127
H -0.952480 -7.085768 -3.324689 0.01 -0.08 0.07 0.142
O 1.515217 -0.385166 1.115168 -0.15 0.04 0.02 -0.317
C 3.709542 8.470104 4.871725 -0.06 0.03 0.16 -0.227
H 4.363444 0.322044 -1.076232 0.00 0.00 0.01 0.115
C -2.917878 -9.070309 -2.352106 -0.07 -0.12 -0.14 -0.421
C 2.047816 -1.180970 -1.360628 0.08 0.00 -0.14 -0.217
B -3.871411 -3.660659 -5.406533 0.00 0.08 0.15 -0.533
H 3.824098 7.401993 5.041090 0.03 -0.01 -0.08 0.098
B -2.014879 -3.276348 -4.112495 0.15 0.32 -0.20 -0.480

***

(2)
52
Properties=species:S:1:pos:R:3:forces:R:3:mulliken_spin:R:1 method="wB97M-V/def2-TZVPD" homo_lumo_gap_ev=6.925 s_squared=0.7541 multiplicity=2
O -0.143046 2.418986 4.223212 0.61 -0.50 0.06 0.587
C 1.304026 -3.581089 -2.140961 -0.35 -0.48 -0.72 0.000
C -1.240561 1.668507 2.386560 -0.64 -1.38 -1.47 0.015
C 0.411332 3.599886 2.371465 1.30 0.75 -1.54 0.020
H -0.444063 5.487024 1.753674 0.20 -0.09 0.02 0.001
C 1.012291 3.420593 0.961782 -0.18 -0.20 -0.26 0.021
H -2.248734 -3.876095 -4.389920 0.15 0.00 -0.38 0.000
H -2.774116 2.909710 3.276340 0.14 -0.07 0.06 0.006
C 1.436621 -1.794422 0.167852 -0.18 0.51 -0.30 -0.001
C -0.757308 4.588141 2.290144 -0.52 -0.13 0.15 0.020
C -1.986241 3.993962 1.608449 0.00 -0.05 0.02 -0.019
H 2.384711 3.543632 3.288206 -0.05 -0.02 0.02 -0.001
H 1.468427 4.351536 0.621996 -0.04 0.05 0.18 0.000
H -0.813215 -6.137739 -4.100273 0.15 0.17 0.04 0.000
C -2.389829 2.682605 2.276282 0.07 0.55 0.15 0.019
C 1.581254 -4.056370 -0.724219 -0.08 0.96 -0.12 0.000
H -2.081232 0.822510 4.229861 0.17 0.06 0.01 0.002
H -1.019086 -4.998718 -2.737687 0.16 -0.39 -0.14 0.000
C -0.586239 -5.132198 -3.739776 0.27 1.68 -0.09 0.000
H 1.222434 4.533211 4.181848 -0.04 -0.16 0.01 0.000
H -0.954476 -0.247143 3.382856 0.01 0.03 0.01 -0.003
C 1.127590 -1.335277 -1.220811 0.01 -0.26 -0.58 0.000
P 1.260862 -4.915014 -3.446758 0.61 -1.59 0.70 0.000
C 2.056637 -4.279648 -5.001031 -0.76 0.32 -0.27 0.000
H 0.926965 -1.917369 -3.387522 -0.02 0.30 0.29 0.000
H -1.396666 1.603862 0.177781 0.12 0.04 -0.02 0.000
H -3.221241 2.235783 1.725714 0.12 -0.19 0.01 0.001
H -1.800584 3.837709 0.541963 0.05 -0.01 0.02 0.000
H -1.320992 0.021597 0.921741 -0.17 0.08 0.13 0.003
O 0.852531 -0.186028 -1.433623 -0.17 1.26 0.02 0.000
H -2.815631 4.702494 1.671552 0.01 -0.02 -0.03 0.002
C -0.944987 1.043148 0.997169 0.23 0.07 -0.15 0.042
C -1.184352 -3.997091 -4.621469 0.22 -0.45 0.35 0.000
C 1.543532 4.232201 3.185344 -0.09 -0.23 0.61 -0.007
H 1.793741 2.658165 0.964002 -0.05 -0.01 0.03 -0.009
N 0.000602 2.283280 2.938515 -1.61 1.33 1.63 0.328
C 1.103667 -2.292030 -2.383637 0.41 -0.01 1.14 0.000
C -1.738064 0.501616 3.246880 0.29 0.17 0.65 -0.014
H 1.828043 -3.449759 1.414019 0.00 -0.15 -0.24 0.000
H -1.020582 -4.184270 -5.688359 -0.25 0.01 0.19 0.000
H 0.277729 3.152724 0.204713 0.02 -0.10 0.04 0.002
H 2.814773 -3.515551 -4.798642 -0.21 -0.11 0.01 0.000
H 0.122419 0.964656 0.803789 -0.03 0.13 -0.02 -0.023
O 1.787968 -5.211492 -0.514636 0.16 -1.39 0.41 0.000
H -2.585592 0.018511 2.759534 0.08 0.11 -0.19 0.001
H -0.677755 -3.054123 -4.383339 -0.25 -0.11 -0.04 0.000
C 1.630249 -3.071797 0.414704 -0.01 -0.69 -0.53 0.000
H 1.320176 -3.907624 -5.729176 0.28 0.23 0.23 0.000
H 1.909697 5.129684 2.685823 -0.12 -0.07 -0.17 0.001
H 2.547768 -5.127534 -5.492174 -0.04 0.10 0.33 0.000
H -1.036224 4.915536 3.297108 0.08 -0.14 0.06 0.005
H 1.454771 -1.052888 0.963138 -0.03 0.08 -0.31 0.002

***

(3)
87
Properties=species:S:1:pos:R:3:forces:R:3:lowdin_charge:R:1 method="wB97M-V/def2-TZVPD" homo_lumo_gap_ev=7.578 total_charge=+1 multiplicity=1
C -2.624289 1.115378 -0.570534 -0.13 0.28 -0.13 -0.183
H -1.103337 -5.678354 0.589248 -0.01 -0.02 0.03 0.123
O -5.733752 4.468297 0.193936 0.04 -0.02 -0.02 0.111
C -8.240528 1.878587 2.250933 -0.03 -0.14 -0.10 -0.234
C 1.558162 -8.627370 0.136388 0.13 0.07 -0.04 0.083
C 0.956722 -6.168056 0.359392 -0.14 0.13 -0.01 -0.227
H 0.939082 -0.578452 -1.708834 -0.09 0.16 0.13 0.063
C 1.600353 5.988750 1.387030 0.20 -0.08 0.30 -0.312
H -3.902460 2.358291 -1.790845 -0.04 -0.08 -0.05 0.096
C 0.204859 3.049385 -0.577862 -0.13 -0.25 0.26 -0.095
C 5.144727 -2.604823 -0.289517 -0.04 0.24 0.09 -0.217
H -8.012116 0.547056 0.605542 -0.04 0.00 0.02 0.135
H -1.969472 1.443532 0.236861 0.12 -0.10 0.00 0.092
O -9.033441 1.127306 2.992388 0.00 0.02 0.04 0.127
H 2.310328 -9.395242 0.025154 -0.02 -0.03 -0.01 0.140
H -3.578141 0.873418 -0.097847 -0.03 0.01 0.06 0.115
H -0.083678 1.863203 -3.568360 0.07 0.02 -0.05 0.118
H 2.432197 -5.052690 0.236363 0.02 0.02 -0.07 0.087
C 3.905756 7.630308 1.034515 -0.19 0.08 -0.29 -0.309
H -1.223264 -2.461206 -1.734784 0.08 -0.14 -0.06 0.112
C -6.545925 3.725525 0.935304 0.00 0.15 0.09 -0.236
C 2.653023 5.938554 2.377255 -0.13 -0.10 -0.01 0.072
H -6.762700 5.056440 2.580517 0.00 0.01 -0.02 0.138
H -0.043322 4.035183 -0.964020 0.16 0.07 -0.13 0.077
C -0.790644 -7.827972 0.398177 0.00 0.31 0.04 -0.310
H 1.224452 3.027787 -0.198679 0.11 0.15 -0.08 0.092
H 3.380833 -2.676207 -0.833477 0.35 -0.26 -0.05 0.042
O 0.065180 2.041625 -1.569699 0.01 0.04 -0.02 -0.224
C -2.064586 -0.152127 -1.193008 -0.09 -0.34 0.76 -0.224
H -0.779189 -0.498130 0.471671 -0.19 0.04 0.31 0.104
H 9.242682 -4.213292 0.343172 0.02 0.02 0.02 0.130
O -8.384114 3.471910 3.945477 -0.07 -0.12 0.05 0.119
O -6.432554 2.151075 -0.780298 0.16 0.07 -0.03 0.083
C 0.249479 -8.907907 0.237254 0.15 -0.09 0.00 -0.234
O -0.235318 -10.136372 0.206625 -0.06 0.02 0.00 0.131
C 1.769187 6.899268 0.197688 0.02 0.16 -0.09 -0.235
C 7.447633 -4.235527 -0.127566 -0.03 -0.15 -0.05 -0.225
C 5.114461 -4.058847 -0.670758 0.25 -0.29 0.12 -0.291
O 4.751722 6.724719 3.068076 0.03 0.03 -0.02 0.128
C -7.013523 4.106443 2.130541 -0.05 0.02 0.13 0.079
H 2.526869 5.275403 3.221168 0.02 0.03 0.03 0.135
H 2.981297 8.323594 -0.814896 -0.03 0.01 0.00 0.139
H -1.236871 0.081569 -1.858568 -0.15 0.03 -0.26 0.075
H -2.283489 -1.425875 0.569613 0.02 -0.05 0.10 0.128
O 4.032130 -4.504582 -1.027545 -0.04 0.26 -0.13 0.063
H -5.570266 3.955225 -0.620422 -0.03 -0.03 -0.04 0.106
H -0.825118 -3.211652 -0.193720 0.24 -0.01 0.15 0.089
H 6.290932 -5.872047 -0.857844 0.03 -0.01 0.03 0.143
O 0.574183 5.329359 1.444074 -0.06 0.02 -0.16 0.081
C 7.473493 -2.782130 0.283151 -0.25 0.27 0.01 -0.299
H -0.457069 2.859367 0.269502 -0.06 0.00 0.00 0.077
H -0.287639 3.494593 -3.002258 -0.07 0.12 0.19 0.121
C -0.347676 -6.441440 0.462035 -0.10 -0.01 -0.02 0.068
H -2.476093 3.015863 -3.500526 0.02 -0.03 -0.12 0.118
O 8.599713 -4.861992 -0.003750 0.02 0.06 0.03 0.141
O 3.153875 -6.878349 0.110176 -0.09 -0.06 0.12 0.109
O 4.920326 8.295742 0.985660 0.09 -0.05 0.11 0.121
C -0.553757 2.459041 -2.782902 0.09 -0.36 -0.22 -0.207
H -2.278791 1.296173 -3.376168 -0.07 -0.09 0.05 0.104
H -2.615882 3.213227 -0.999733 0.05 0.11 -0.12 0.111
C 1.997588 -7.248170 0.186784 0.02 -0.34 0.06 -0.303
C -0.772194 -2.281051 -0.753907 -0.71 0.25 -0.07 -0.292
O 1.698793 -2.850211 -1.862707 0.23 0.11 0.12 -0.200
H 5.398085 7.368901 2.716822 0.01 0.04 -0.02 0.126
C -7.769880 1.500877 1.052109 0.08 -0.03 -0.14 0.071
H 0.100074 6.257952 -0.271229 -0.05 0.00 0.07 0.104
H 1.557415 -1.563524 0.180185 0.23 -0.25 0.05 0.075
H 6.272400 -0.959827 0.447023 0.00 -0.01 0.00 0.139
O 8.519256 -2.329557 0.693484 0.12 -0.11 -0.01 0.135
O -1.954065 -8.166643 0.465061 -0.01 -0.13 -0.01 0.121
O 3.959498 -1.992379 -0.438549 0.01 -0.02 0.01 0.047
C -2.841874 2.294760 -1.544889 -0.12 -0.18 0.20 -0.175
C -1.508538 -1.077927 -0.106789 0.43 0.10 -0.39 -0.226
C -6.905423 2.398097 0.317420 -0.19 -0.25 0.09 -0.315
C 6.243254 -2.002778 0.164594 0.14 0.07 0.04 0.088
C 6.327383 -4.830172 -0.573258 -0.17 -0.07 -0.13 0.088
O 1.464814 -4.935350 0.386809 0.07 0.00 -0.04 0.066
H 1.200078 -3.240588 -2.589695 0.10 -0.27 -0.17 0.124
H -1.204477 -10.061737 0.298090 -0.03 0.00 0.00 0.126
C 2.853163 7.666892 0.033745 0.13 0.06 -0.02 0.080
H -2.851570 -0.697872 -1.717336 0.09 0.06 -0.32 0.132
C 3.741907 6.707228 2.218302 -0.05 -0.11 0.13 -0.234
C -2.069742 2.231600 -2.859091 0.00 0.49 0.02 -0.172
C -7.897787 3.216415 2.862199 0.20 0.27 -0.09 -0.310
H -9.226534 1.643106 3.800366 -0.01 0.03 0.02 0.126
O 0.753133 6.871776 -0.656886 -0.02 -0.04 -0.02 0.109
P 0.900591 -1.790372 -1.019124 -0.58 0.20 -0.26 1.002

***

(4)
21
Properties=species:S:1:pos:R:3:forces:R:3:nbo_charge:R:1 method="wB97M-V/def2-TZVPD" homo_lumo_gap_ev=5.371 de_lowest_kj_mol=774.2 total_charge=+1 multiplicity=1
H -3.011580 0.129282 -1.146018 1.03 -0.62 2.32 0.416
C 1.269133 -2.039334 -0.807054 2.97 -0.64 0.48 -0.439
H -0.492172 -1.793506 0.188978 0.01 1.12 0.77 0.348
H 1.107668 -2.000068 -1.882953 -0.41 -0.16 -0.04 0.276
C 0.336381 0.183395 -0.416732 1.31 -3.15 -1.04 0.286
N -2.544019 -0.123879 -0.205071 1.58 2.20 -3.62 -1.075
H 0.953478 4.024113 1.246205 -2.29 -0.94 -0.42 0.476
H 2.883517 -1.433717 0.546761 -0.15 -0.06 -0.19 0.238
H 3.474850 -2.089655 -0.990772 -0.79 0.47 0.34 0.257
H -3.053200 -0.804603 0.303010 0.24 -1.23 0.33 0.406
C 0.316664 -1.127501 -0.152854 -2.60 1.48 -0.95 -0.196
O 0.035014 3.686704 0.968288 2.50 1.50 -0.37 -0.963
H -1.462506 -0.159838 -0.371357 -4.00 -0.65 0.52 0.316
H -2.105802 0.902529 1.308293 -0.08 1.61 0.37 0.479
H 1.170024 -3.080466 -0.409579 -0.05 0.99 -0.43 0.267
O -1.891495 1.798544 1.683847 2.14 -2.62 0.38 -0.966
H 2.813119 -0.426519 -0.901573 -0.35 -0.66 0.09 0.221
H -2.645255 2.305447 1.532087 -1.98 1.45 -0.44 0.482
H 0.396017 0.557234 -1.487775 -0.67 0.79 1.60 0.297
H -0.217484 2.958974 1.521543 -0.21 -0.57 0.69 0.489
C 2.667648 -1.467138 -0.527275 1.81 -0.33 -0.38 -0.615